DFT (ωB97M-V/def2-TZVPD) results for a molecular structure, C30H37BrN12W at a distorted geometry.

```
! RIJCOSX wB97M-V def2-TZVPD def2/J DEFGRID3
* xyz 4 3
W 1.18529 -0.99571 -0.72398
N 2.67103 -2.76232 -1.25520
C 2.88477 -3.74165 -0.15462
C 1.57755 -3.87796 0.59414
N 1.14234 -2.51290 1.00913
C 1.87759 -2.06247 2.23082
C 1.61151 -0.59340 2.45388
N 2.01571 0.13580 1.22526
H 2.24102 -3.28291 -2.01553
H 3.57478 -2.48657 -1.63383
H 3.67936 -3.39253 0.50368
H 3.19620 -4.71183 -0.54241
H 1.70054 -4.53614 1.45565
H 0.81294 -4.31106 -0.05230
H 0.17063 -2.58853 1.31028
H 2.94543 -2.23061 2.09095
H 1.56608 -2.64278 3.10054
H 2.15975 -0.24312 3.32873
H 0.55061 -0.42460 2.63383
H 3.02823 0.23866 1.24660
H 1.66277 1.08885 1.30381
N 2.30570 1.56850 -2.97145
C 3.29320 1.05174 -2.18488
C 4.56142 1.64956 -2.32536
C 5.63164 1.19550 -1.60473
C 5.42616 0.11480 -0.73323
C 4.17405 -0.41003 -0.63295
N 3.07838 0.03211 -1.33142
C 0.96996 1.27913 -3.12148
C 0.31549 1.93737 -4.17049
C -1.02807 1.74795 -4.36870
C -1.71051 0.90691 -3.48359
C -1.00499 0.28942 -2.49200
N 0.33969 0.43009 -2.29310
H 2.62884 2.28383 -3.60695
H 4.67821 2.47437 -3.01713
H 6.60604 1.65767 -1.69812
H 6.23489 -0.30484 -0.15043
H 4.01096 -1.23080 0.05230
H 0.88316 2.59695 -4.81502
H -1.54634 2.24222 -5.18044
H -2.77596 0.74653 -3.57061
H -1.52905 -0.34191 -1.79486
Br 1.92357 -1.70335 -4.12510
C 0.36395 -2.53440 -3.41988
C -0.38474 -3.31967 -4.27341
C -1.52327 -3.94398 -3.78403
C -1.85921 -3.75684 -2.44605
C -1.05529 -2.96133 -1.66603
N 0.06085 -2.33512 -2.11666
H -0.07607 -3.44184 -5.30310
H -2.13086 -4.56369 -4.43195
H -2.73739 -4.22810 -2.02562
H -1.30717 -2.79556 -0.62681
C -2.31998 -1.43467 1.43817
C -1.69877 -0.13937 1.04694
N -0.57353 0.07828 0.34624
C -0.43822 1.46533 0.26494
C -1.47974 2.05198 0.89733
N -2.25755 1.03505 1.38233
C -3.57290 1.21454 2.05051
N -3.79366 2.56918 2.34617
N -4.30508 3.38365 1.36089
N -4.53039 4.52087 1.85287
C -4.20375 4.53317 3.19548
C -4.29807 5.53034 4.16537
C -3.87123 5.21926 5.43913
C -3.36908 3.94848 5.76004
C -3.27259 2.94593 4.81474
C -3.71693 3.25771 3.53587
H -1.70130 -2.28953 1.17578
H -3.29073 -1.56132 0.95276
H -2.49544 -1.47604 2.51485
H 0.35646 1.95313 -0.27152
H -1.71424 3.09589 1.03310
H -3.61608 0.61754 2.96072
H -4.34967 0.88608 1.35766
H -4.72516 6.49466 3.92635
H -3.93000 5.97077 6.21399
H -3.04915 3.75155 6.77424
H -2.85456 1.97813 5.06889
*
```

Values from the calculation:
orbital gap (spin up / spin down): 4.17 / 3.56 eV
energy relative to the best compared isomer or geometry (same formula, charge and spin): 0.865 eV
largest force on an atom: 1.40 eV/Å

Here are the Löwdin charges for atoms 1 to 4, given in e:
1. W 1.78
2. N -0.07
3. C -0.16
4. C -0.15

***

DFT (ωB97M-V/def2-TZVPD) results for 7 unconnected molecules or ions with the total composition C53H116N6O9 at a distorted geometry.

```
! RIJCOSX wB97M-V def2-TZVPD def2/J DEFGRID3
* xyz 0 1
C -10.09336 10.92871 -16.47489
O -10.77390 10.36734 -15.30132
C -10.06819 10.55782 -14.10295
C -10.93416 9.76068 -13.04869
N -10.73702 10.29837 -11.70969
C -11.92953 10.06891 -10.81035
C -11.70009 10.57006 -9.44210
O -12.45529 9.76312 -8.58780
C -11.91692 9.49252 -7.32400
H -9.72340 11.95373 -16.45106
H -10.76599 10.83401 -17.32736
H -9.12737 10.47942 -16.70532
H -10.00699 11.64197 -14.00820
H -9.08116 10.12022 -14.25248
H -10.73724 8.69314 -12.95033
H -11.98782 9.80527 -13.32420
H -9.95298 9.82764 -11.28097
H -12.17538 9.00794 -10.85509
H -12.78421 10.60843 -11.21845
H -11.92419 11.61992 -9.25326
H -10.65372 10.55571 -9.13712
H -12.58313 8.71073 -6.95921
H -11.96274 10.38992 -6.70701
H -10.90503 9.08746 -7.31386
C -0.18945 14.65062 0.61526
C -0.75088 15.48466 -0.67234
C -0.22023 15.00694 -2.07123
C -1.18641 13.91274 -2.59977
C -2.53534 14.40216 -2.75712
C -3.24427 14.98793 -1.44610
N -2.23568 15.77933 -0.68524
O -2.79539 16.21685 0.56658
C -4.42184 15.88277 -2.01431
C -3.76771 13.78747 -0.68435
C -0.20245 16.97119 -0.56906
H -0.96873 13.90341 0.76522
H -0.03456 15.17111 1.56036
H 0.70954 14.06138 0.43442
H -0.27934 15.77664 -2.84076
H 0.74529 14.50173 -2.04624
H -1.16048 13.00524 -1.99656
H -0.78465 13.53564 -3.54024
H -2.99811 13.48960 -3.13287
H -2.60753 15.14019 -3.55599
H -4.10377 16.65851 -2.71086
H -5.00448 15.17048 -2.59851
H -5.09184 16.36880 -1.30511
H -4.21913 13.87509 0.30390
H -4.46883 13.10730 -1.16799
H -2.85976 13.21822 -0.48514
H -0.69303 17.61093 -1.30266
H 0.85766 16.85878 -0.79627
H -0.28809 17.34427 0.45152
H -2.57007 17.14832 0.51006
C -5.75126 11.57415 -6.95650
C -6.94724 11.58430 -5.99959
C -6.81041 12.58673 -4.82864
C -6.93255 14.08928 -5.35773
C -8.20659 14.31238 -6.12650
C -8.48868 13.40159 -7.27491
N -8.19665 11.97942 -6.79195
O -8.38275 11.05041 -7.85458
C -9.96884 13.50023 -7.60659
C -7.55282 13.85068 -8.39568
C -7.12058 10.22692 -5.37597
H -5.61869 12.55851 -7.40545
H -5.86939 10.84759 -7.76040
H -4.76486 11.34890 -6.55106
H -7.62978 12.28757 -4.17500
H -5.95558 12.54676 -4.15354
H -6.02136 14.38515 -5.87762
H -6.86153 14.66928 -4.43759
H -7.96626 15.28438 -6.55727
H -9.03621 14.67562 -5.51995
H -10.17851 14.54830 -7.82035
H -10.17908 12.88290 -8.47997
H -10.54370 13.05543 -6.79432
H -6.52692 14.12387 -8.14870
H -7.42308 12.98907 -9.05058
H -8.05389 14.57528 -9.03753
H -6.30134 9.81255 -4.78840
H -7.32041 9.50975 -6.17210
H -8.01586 10.09770 -4.76778
H -9.32737 11.13380 -8.00405
C -8.90151 5.96736 -2.37999
C -9.17053 7.30147 -1.59954
C -7.79324 8.06756 -1.50705
C -7.96260 9.53290 -1.17245
C -9.11525 10.34189 -1.80755
C -10.55252 9.60947 -1.89664
N -10.24808 8.19254 -2.25638
O -11.45052 7.52057 -2.32656
C -11.28034 9.89399 -0.53767
C -11.43000 10.28044 -2.86120
C -9.65922 6.83226 -0.18425
H -9.71178 5.24392 -2.28949
H -7.99300 5.53364 -1.96213
H -8.68633 6.20151 -3.42257
H -7.23749 7.57622 -0.70841
H -7.30524 7.84153 -2.45513
H -6.99540 10.03542 -1.18244
H -8.21454 9.53881 -0.11198
H -8.74632 10.65629 -2.78385
H -9.05193 11.26197 -1.22658
H -12.20605 9.32255 -0.60562
H -10.67466 9.57154 0.30925
H -11.47846 10.96472 -0.48891
H -12.50885 10.15737 -2.76610
H -11.44703 11.36833 -2.79561
H -11.38784 10.05605 -3.92702
H -8.98352 6.09528 0.24979
H -10.65230 6.38613 -0.23774
H -9.63953 7.66624 0.51731
H -11.44191 7.23692 -3.24366
C -11.05789 19.32478 -3.02577
C -10.24646 18.01158 -3.16066
C -8.90127 18.61050 -3.77792
C -7.78210 17.50389 -3.80609
C -7.58901 16.86881 -2.43707
C -8.82533 16.38485 -1.63151
N -9.94894 17.38660 -1.81876
O -11.07566 17.12874 -1.06893
C -9.23140 15.06088 -2.24416
C -8.35767 16.34571 -0.11696
C -10.92686 17.09933 -4.14389
H -10.69886 19.95207 -2.20986
H -10.96100 20.01113 -3.86699
H -12.09548 19.00721 -2.92262
H -9.01105 18.90459 -4.82174
H -8.58972 19.51633 -3.25781
H -8.09586 16.70523 -4.47825
H -6.85222 17.94435 -4.16583
H -7.01887 17.52011 -1.77461
H -7.01657 15.97837 -2.69691
H -9.23804 14.86836 -3.31701
H -10.16744 14.77556 -1.76404
H -8.51388 14.35743 -1.82175
H -7.97339 15.38556 0.22736
H -9.26756 16.37228 0.48262
H -7.66255 17.14062 0.15327
H -10.20454 16.31961 -4.38552
H -11.76776 16.71835 -3.56436
H -11.22905 17.57216 -5.07835
H -11.23688 17.92140 -0.55192
C -3.19948 8.59045 -0.11808
C -2.41384 7.61892 -1.04093
C -3.52461 6.70549 -1.73984
C -4.34933 7.37474 -2.83881
C -3.36947 8.03440 -3.86845
C -2.29240 8.94038 -3.26836
N -1.62422 8.45197 -1.99907
O -0.52437 9.07972 -1.52312
C -1.17078 8.90819 -4.35136
C -2.81448 10.43853 -2.99812
C -1.46456 6.67204 -0.24803
H -2.57531 9.22524 0.51085
H -3.79046 8.25415 0.73383
H -3.92253 9.24049 -0.61077
H -3.09073 5.79940 -2.16275
H -4.22521 6.39638 -0.96414
H -5.22046 7.95735 -2.53917
H -4.86064 6.56054 -3.35236
H -3.93743 8.74595 -4.46779
H -2.86580 7.20975 -4.37278
H -1.39902 9.11739 -5.39646
H -0.36667 9.64180 -4.29371
H -0.61438 7.97143 -4.38308
H -2.75575 11.23877 -3.73587
H -3.90380 10.40719 -2.97581
H -2.50154 10.80201 -2.01932
H -2.11650 5.95165 0.24603
H -0.87716 7.28153 0.43868
H -0.73119 6.04524 -0.75537
H -0.86402 9.71383 -0.88740
C -7.60032 8.62529 -9.95826
C -6.41685 9.11963 -10.75637
O -5.55531 8.06915 -11.13614
O -8.63617 7.96120 -10.64277
H -8.12063 9.46754 -9.50219
H -7.41570 7.93915 -9.13168
H -5.94428 9.93081 -10.20252
H -6.69714 9.56861 -11.70923
H -5.86202 7.79979 -12.00503
H -8.19570 7.27069 -11.14355
*
```

Values from the calculation:
orbital gap: 8.33 eV
largest force on an atom: 5.21 eV/Å

Here are the Löwdin charges for atoms 1 to 4, given in e:
1. C -0.09
2. O -0.22
3. C -0.21
4. C -0.18

***

DFT (ωB97M-V/def2-TZVPD) results for a single C3H5N3 molecule at a distorted geometry.

```
! RIJCOSX wB97M-V def2-TZVPD def2/J DEFGRID3
* xyz 0 1
C -0.58986 -1.12637 0.05763
C -1.58929 0.71069 0.01001
C 0.40098 -0.20816 0.00579
N -1.82335 -0.55930 0.07284
N -0.27844 0.98813 0.00386
N 1.79656 -0.16350 -0.11326
H -0.43992 -2.15673 0.02338
H -2.32245 1.42229 -0.05108
H 0.30035 1.76802 -0.27265
H 2.23912 -1.10867 -0.20877
H 2.30629 0.43358 0.47227
*
```

Values from the calculation:
orbital gap: 8.77 eV
energy relative to the best compared isomer or geometry (same formula, charge and spin): 0.536 eV
largest force on an atom: 3.21 eV/Å

Here are the Löwdin charges for atoms 1 to 4, given in e:
1. C -0.14
2. C -0.23
3. C -0.37
4. N 0.06